Entry from OMol25: a molecular structure, C40H55BN8O6PW at a distorted geometry (wB97M-V/def2-TZVPD).

Geometry (Å):
W: 0.5185 0.1280 -0.6853
C: 3.2177 -2.4593 -2.8512
C: 3.7019 -1.0891 -2.4084
C: 3.2126 0.0239 -3.3511
C: 3.5544 -0.9338 -0.9196
C: 4.5713 -1.3534 -0.0333
C: 4.1332 -1.0351 1.2222
N: 2.9047 -0.4845 1.1505
N: 2.5582 -0.3965 -0.1904
B: 2.3337 0.3388 2.3589
N: 1.9065 1.7176 1.8614
C: 2.6774 2.8079 2.0324
C: 1.9050 3.9355 1.8441
C: 0.6484 3.4173 1.5132
N: 0.6278 2.0675 1.4996
C: -0.6322 4.2146 1.5254
C: -0.3499 5.7033 1.3080
C: -1.3538 4.0072 2.8623
N: 1.1756 -0.3925 3.1145
C: 1.1021 -0.5801 4.4446
C: -0.0826 -1.2511 4.7271
C: -0.6960 -1.4055 3.4668
N: 0.0734 -0.8772 2.5134
C: -2.0423 -1.9822 3.0458
C: -3.1739 -0.9705 3.2265
C: -2.3934 -3.2955 3.7241
H: 3.4991 -2.6225 -3.8910
H: 2.1420 -2.5696 -2.7229
H: 3.6641 -3.2540 -2.2665
H: 4.7913 -1.0438 -2.5516
H: 2.1445 0.0486 -3.4263
H: 3.6770 -0.1945 -4.3176
H: 3.5765 0.9983 -3.0286
H: 5.4874 -1.8545 -0.2953
H: 4.5785 -1.1852 2.1931
H: 3.2291 0.4586 3.1451
H: 3.7335 2.6754 2.2578
H: 2.2129 4.9739 1.9211
H: -1.3003 3.9125 0.7046
H: 0.1066 6.1156 2.1681
H: -1.3149 6.2295 1.1513
H: 0.2834 5.8704 0.4235
H: -0.7058 4.3675 3.6629
H: -1.5685 2.9611 3.0520
H: -2.2738 4.5866 2.8753
H: 1.8628 -0.2483 5.1271
H: -0.4329 -1.5761 5.6937
H: -2.0060 -2.1655 1.9677
H: -3.3102 -0.7735 4.2820
H: -4.0942 -1.3338 2.8165
H: -2.9528 -0.0180 2.7419
H: -2.6257 -3.1399 4.7679
H: -1.5571 -3.9757 3.6201
H: -3.2722 -3.7524 3.2555
N: -1.4011 -0.6222 -0.0584
C: -2.4400 -1.3406 -0.8482
C: -2.0206 -1.6807 -2.2768
C: -0.5635 -1.9622 -2.5772
O: -0.1617 -2.9200 -3.1757
O: 0.3490 -1.0078 -2.2545
H: -1.1230 -1.2142 0.7524
H: -1.9120 0.1085 0.4350
H: -3.3435 -0.7314 -0.9514
H: -2.7228 -2.2512 -0.3218
H: -2.2951 -0.8183 -2.9292
H: -2.5065 -2.5805 -2.6277
O: 2.2217 3.6067 -2.1794
C: 1.3149 2.9202 -1.8289
O: 1.4999 1.5997 -1.4903
C: -0.1173 3.3447 -1.7479
P: -1.1544 1.8505 -1.8865
C: -1.3493 1.8295 -3.6770
C: -0.8248 0.8147 -4.4327
C: -0.9200 0.8667 -5.8286
C: -1.4676 1.9585 -6.4641
C: -2.0113 2.9828 -5.6872
C: -1.9565 2.9193 -4.3074
C: -2.8070 2.0994 -1.1515
C: -2.9222 2.1333 0.2275
C: -4.1360 2.1493 0.8600
C: -5.3102 2.1602 0.1175
C: -5.2135 2.0675 -1.2740
C: -3.9816 2.0066 -1.8939
H: -0.2862 3.8660 -0.8028
H: -0.2882 4.0673 -2.5507
H: -0.3019 -0.0009 -3.9715
H: -0.5014 0.0736 -6.4196
H: -1.4885 2.0179 -7.5412
H: -2.4536 3.8242 -6.1915
H: -2.3536 3.7359 -3.7094
H: -1.9975 2.1349 0.7937
H: -4.1399 2.1693 1.9463
H: -6.2944 2.2002 0.5656
H: -6.1003 1.9925 -1.8999
H: -3.9465 1.9120 -2.9868
O: -1.0128 -3.5388 0.1482
C: 0.1312 -3.2100 0.3919
O: 0.7935 -2.1993 0.0655
C: 0.8980 -4.2097 1.2722
N: 1.9466 -3.4265 2.0494
C: 3.1469 -4.3049 2.1248
C: 3.1744 -4.8681 0.7007
C: 1.6937 -5.3200 0.5267
H: 0.1716 -4.6483 1.9692
H: 1.5893 -3.1140 2.9509
H: 2.0908 -2.5767 1.4631
H: 2.9826 -5.0918 2.8590
H: 4.0325 -3.7068 2.3579
H: 3.8947 -5.6729 0.5575
H: 3.3667 -4.0485 0.0088
H: 1.4990 -6.2816 0.9997
H: 1.3568 -5.4099 -0.5285

Computed properties:
- Charge: +1
- ΔE to the lowest compared entry with this formula, charge and spin: 0.0 kJ/mol
- Multiplicity: 3

Here are the Löwdin charges for atoms 1 to 6, given in e: 1.67 -0.04 -0.34 -0.05 -0.21 0.01